No. 1
Below is C28H61AuN7O6P2 as an isolated structure, with properties calculated with ωB97M-V with the def2-TZVPD basis set.

```
105
Properties=species:S:1:pos:R:3:forces:R:3:lowdin_spin:R:1
Au 0.7694 -1.2975 0.6523 0.87 -0.29 0.15 0.604
C 1.0154 4.0441 1.8669 0.03 -0.12 -0.04 0.000
C 0.9854 4.3892 0.3945 0.01 0.06 0.15 0.000
C 1.9586 5.4729 0.0104 0.11 0.01 -0.08 0.000
O 1.3541 3.2017 -0.4076 -0.10 0.25 0.01 0.009
P 0.5268 1.9054 -0.6350 0.04 0.19 -0.41 0.009
O 0.7087 0.9205 0.4826 -0.67 -0.16 0.32 0.098
C -1.1952 2.3940 -0.8715 0.07 -0.47 0.19 0.000
P -2.3647 1.0160 -1.1018 0.03 -0.08 0.04 0.001
O -2.0547 -0.1809 -0.2770 0.02 0.25 -0.09 0.025
O -3.7763 1.5475 -0.7043 -0.16 0.19 -0.05 0.001
C -4.5622 2.7186 -1.1671 -0.02 0.09 -0.09 0.000
C -4.5024 2.9139 -2.6665 0.10 -0.17 -0.02 0.000
C -4.1575 3.9550 -0.3952 0.13 0.02 0.07 0.000
O -2.2711 0.8025 -2.6481 0.01 -0.17 -0.22 0.001
C -2.5752 -0.4405 -3.3875 -0.10 -0.17 0.04 0.000
C -3.9006 -1.0456 -2.9574 0.04 0.22 0.10 0.000
C -1.4044 -1.3963 -3.2749 0.09 0.11 0.09 0.001
O 1.0872 1.3202 -1.9781 -0.13 -0.01 0.02 -0.001
C 1.2509 2.1996 -3.1786 0.12 0.11 -0.08 0.000
C 0.6368 1.5116 -4.3693 -0.05 -0.10 -0.01 0.000
C 2.7205 2.4947 -3.3552 0.05 -0.03 0.06 0.000
H 0.6983 4.9107 2.4471 0.01 -0.02 0.00 0.000
H 2.0267 3.7708 2.1729 -0.04 0.01 0.00 0.000
H 0.3459 3.2096 2.0942 0.02 0.06 0.03 0.000
H -0.0230 4.6836 0.0978 -0.04 -0.07 -0.09 0.000
H 2.9792 5.1670 0.2478 -0.04 0.04 0.01 0.000
H 1.7297 6.3818 0.5686 0.01 -0.03 -0.03 0.000
H 1.8970 5.6972 -1.0552 0.00 0.01 0.06 0.000
H -1.2678 3.0590 -1.7354 -0.03 0.11 0.12 0.000
H -1.5056 2.9164 0.0384 0.00 0.10 -0.11 0.000
H -5.5729 2.4415 -0.8840 -0.05 -0.12 0.07 0.000
H -3.4853 3.1198 -3.0083 -0.07 0.06 0.00 0.000
H -5.1306 3.7639 -2.9336 0.01 -0.01 0.03 0.000
H -4.8748 2.0390 -3.1997 0.02 0.04 0.01 0.000
H -3.2243 4.3853 -0.7714 -0.09 -0.02 0.03 0.000
H -4.0546 3.7418 0.6709 -0.03 0.01 -0.05 0.000
H -4.9371 4.7093 -0.5084 0.05 0.00 -0.01 0.000
H -2.6570 -0.0973 -4.4141 -0.01 0.11 -0.10 0.000
H -3.9046 -1.2459 -1.8825 0.00 -0.10 -0.06 0.000
H -4.0683 -1.9773 -3.4994 0.02 0.05 0.03 0.000
H -4.7317 -0.3763 -3.1800 0.02 -0.02 0.02 0.000
H -1.2028 -1.6242 -2.2258 -0.04 -0.08 -0.04 0.001
H -0.5038 -0.9595 -3.7068 -0.04 -0.05 0.03 0.000
H -1.6332 -2.3165 -3.8147 0.02 0.04 0.03 0.000
H 0.7227 3.1352 -2.9823 -0.06 -0.04 0.15 0.000
H 1.1940 0.6068 -4.6233 -0.04 0.04 0.01 0.000
H 0.6808 2.1886 -5.2244 0.03 -0.05 0.02 0.000
H -0.4071 1.2599 -4.1880 0.05 0.05 -0.02 0.000
H 3.2596 1.5858 -3.6328 -0.02 0.06 0.02 0.000
H 3.1479 2.9177 -2.4459 0.01 -0.01 -0.03 0.000
H 2.8457 3.2207 -4.1611 0.00 -0.06 0.03 0.000
C 2.1992 -6.5111 2.4148 -0.04 0.11 -0.02 -0.001
C 2.3713 -5.8158 1.0545 -0.09 0.11 0.16 0.000
C 1.8985 -4.4236 1.0703 0.27 -0.35 0.06 0.005
N 1.5543 -3.3309 1.1186 -0.34 -0.20 -0.07 0.106
H 2.5387 -7.5398 2.3220 0.01 0.00 0.00 0.000
H 1.1551 -6.5219 2.7251 0.03 -0.01 -0.01 0.000
H 2.7916 -6.0223 3.1863 -0.01 -0.01 -0.01 0.000
H 1.8227 -6.3462 0.2753 -0.03 0.06 -0.06 0.000
H 3.4199 -5.8005 0.7560 0.03 0.06 -0.05 0.000
C 5.3672 -1.9307 2.2230 -0.06 0.05 0.11 0.000
N 4.1571 -1.2078 1.8289 -0.26 -0.03 0.22 -0.001
C 3.1878 -1.0166 2.9027 0.14 -0.03 -0.14 0.000
C 3.9266 -0.8417 0.5499 -0.25 -0.19 0.13 0.014
N 2.7104 -0.8390 0.0116 -0.24 0.04 -0.13 0.123
N 4.9876 -0.5127 -0.2038 0.32 0.08 -0.34 0.004
C 4.8993 -0.5249 -1.6636 -0.01 0.05 0.15 0.000
C 6.1328 0.2310 0.3434 -0.05 -0.11 -0.14 0.002
H 5.0736 -2.8218 2.7827 -0.03 0.01 -0.04 0.000
H 6.0053 -1.3320 2.8745 0.01 0.03 -0.03 0.000
H 5.9323 -2.2403 1.3502 -0.01 0.03 -0.04 0.000
H 3.6626 -0.4777 3.7234 0.03 0.01 0.02 0.000
H 2.8290 -1.9724 3.2908 -0.02 -0.01 -0.05 0.000
H 2.3454 -0.4230 2.5553 0.04 0.08 0.00 0.000
H 2.6469 -0.3175 -0.8530 0.12 0.11 0.07 0.004
H 4.2802 -1.3536 -2.0026 0.02 -0.01 0.03 0.000
H 5.8994 -0.6538 -2.0694 0.04 -0.02 0.01 0.000
H 4.4966 0.4134 -2.0553 -0.01 0.02 0.03 0.000
H 5.9944 0.4392 1.3974 -0.06 0.00 0.04 0.000
H 6.2234 1.1804 -0.1840 -0.05 0.03 -0.03 0.000
H 7.0610 -0.3214 0.2046 0.00 -0.06 0.01 0.000
C -3.4974 -0.4055 4.2365 0.06 -0.19 -0.18 0.003
C -2.4155 0.4706 3.6423 0.01 -0.01 0.10 0.006
N -1.6393 -0.3222 2.6801 0.18 0.26 -0.15 0.038
C -2.1025 -1.4020 2.0701 0.16 -0.16 -0.02 0.035
N -1.2233 -2.0338 1.1846 0.11 0.49 -0.22 0.669
C -1.7452 -3.1191 0.3912 -0.16 -0.21 0.15 0.070
C -2.6459 -4.0122 1.2348 0.03 0.24 0.13 0.021
C -3.7806 -3.1782 1.7939 0.00 0.01 -0.15 0.008
N -3.3032 -1.8778 2.3013 -0.27 -0.21 -0.05 0.079
C -4.2502 -1.0564 3.0838 0.06 0.03 0.17 0.009
H -4.1661 0.1798 4.8612 -0.05 0.05 -0.03 0.000
H -3.0523 -1.1869 4.8561 -0.04 0.06 0.08 0.000
H -1.7399 0.8442 4.4085 0.09 -0.04 -0.01 0.002
H -2.8500 1.3301 3.1298 -0.01 0.02 -0.06 0.003
H -0.8581 0.1270 2.2147 0.00 0.03 0.05 -0.001
H -0.9107 -3.6609 -0.0428 0.08 -0.01 -0.03 0.003
H -2.3199 -2.6734 -0.4354 0.08 0.15 0.08 0.034
H -2.0643 -4.4554 2.0450 -0.01 -0.06 -0.01 0.000
H -3.0534 -4.8151 0.6251 0.02 -0.04 -0.01 0.001
H -4.2732 -3.6962 2.6119 -0.04 0.03 0.13 0.001
H -4.5356 -2.9831 1.0288 0.00 0.08 -0.02 0.004
H -5.0534 -1.7003 3.4293 0.03 -0.11 0.00 0.001
H -4.6821 -0.2993 2.4274 -0.01 -0.02 -0.11 0.005
```
Positions in Å, forces in eV/Å.

Results
ΔE to the lowest compared entry with this formula, charge and spin = 1.4 kcal/mol
Multiplicity = 3
Calculated total energy = -74992.870 eV
Charge = +3
F_max = 0.928 eV Å⁻¹
<S²> = 2.011


No. 2
Below is a 2-piece molecular cluster, C8H16IN2 overall in a non-equilibrium geometry, with properties calculated with ωB97M-V with the def2-TZVPD basis set.

```
27
Properties=species:S:1:pos:R:3:forces:R:3:nbo_charge:R:1
C 1.2478 -1.7805 1.8969 -0.45 -0.88 -1.87 -0.070
C 1.8415 -1.0476 0.9220 3.15 1.41 3.42 -0.023
C -0.1158 -1.4840 0.1903 -0.84 1.14 -1.22 0.461
C -1.3632 -1.3848 -0.6175 0.74 -4.28 0.38 -0.655
C 1.4468 2.2299 -2.2782 1.98 3.35 -1.11 -0.659
C -0.9801 -2.9652 1.9941 -1.02 -2.49 -4.04 -0.412
C 1.2947 1.5955 -0.9629 1.77 -3.06 1.65 -0.383
C 1.5163 0.0488 -1.1686 -1.31 1.81 -0.61 -0.214
N 0.0076 -2.1204 1.3478 0.73 1.02 0.75 -0.283
N 1.0184 -0.7775 -0.0858 -0.58 -1.35 0.77 -0.302
I -3.1161 4.2485 -0.8096 0.05 -0.41 -0.12 -0.117
H 1.6693 -2.3494 2.6877 0.13 0.11 0.74 0.252
H 2.7964 -0.4864 1.1076 -0.95 -0.92 -0.78 0.252
H -2.2221 -1.6064 0.0410 0.28 0.25 -0.76 0.250
H -1.2721 -2.1597 -1.4640 -0.53 1.01 1.21 0.261
H -1.3970 -0.4677 -1.0492 -0.46 2.80 -1.21 0.241
H 2.3571 2.2414 -2.9481 0.16 -0.75 1.73 0.242
H 0.8171 1.8343 -3.0013 -2.13 -0.52 -0.99 0.215
H 1.3295 3.3329 -2.1891 -0.56 -0.67 -0.13 0.245
H -0.7820 -4.0488 1.5741 -0.83 2.00 0.63 0.234
H -0.8720 -3.0872 3.0021 0.66 0.44 2.67 0.240
H -2.0269 -2.6342 1.7612 1.13 -0.40 0.20 0.234
H 0.3290 1.6694 -0.5151 -0.81 0.80 0.13 0.209
H 2.0712 1.7708 -0.1709 -0.79 0.90 -0.75 0.209
H 0.9871 -0.2113 -2.0718 0.31 -0.49 -0.42 0.218
H 2.5922 0.0296 -1.2091 0.21 -1.20 -0.39 0.237
H -3.3104 5.7686 -0.4053 -0.03 0.39 0.12 0.118
```
Positions in Å, forces in eV/Å.

Results
ΔE to the lowest compared entry with this formula, charge and spin = 0.0 kcal/mol
Multiplicity = 1
Calculated total energy = -19628.979 eV
Charge = +1
F_max = 4.858 eV Å⁻¹


No. 3
Below is C46H38AsBClCoNO3S3 as an isolated structure in a non-equilibrium geometry, with properties calculated with ωB97M-V with the def2-TZVPD basis set.

```
95
Properties=species:S:1:pos:R:3:forces:R:3:lowdin_spin:R:1
Co 0.3026 0.3288 -1.4800 -0.49 -0.70 0.87 2.221
C -0.1144 3.9181 7.1211 0.40 1.56 -0.71 0.000
C 0.9235 3.1931 6.2729 1.24 -0.52 0.11 0.000
C 2.1636 4.0971 6.3317 1.54 -1.18 -0.93 0.000
C 1.2834 1.7909 6.9179 -1.40 1.07 0.68 0.000
C 0.6513 3.0643 4.7807 -0.85 -0.91 -0.67 0.000
C 0.2147 4.1568 4.0327 -0.05 -0.79 -0.78 -0.001
C -0.1165 4.0584 2.6626 0.36 -1.21 0.50 0.000
C -0.0440 2.8173 2.0332 -0.56 -0.73 0.08 0.003
O -0.4748 2.3237 0.7593 0.28 -0.21 1.19 -0.006
B -0.3036 0.8832 0.7763 2.17 2.24 2.27 0.093
O 0.2718 0.5641 2.0580 -0.15 0.63 -0.45 0.017
C 0.3899 1.7352 2.7974 -0.46 -0.22 -1.56 0.009
C 0.7978 1.8211 4.0910 -0.01 1.46 0.79 0.001
H 0.1538 3.9364 8.1703 0.26 -0.30 0.22 0.000
H -1.1027 3.5461 7.0349 -1.04 -0.42 -0.17 0.000
H -0.0935 5.0046 6.8300 -0.40 -0.95 0.13 0.000
H 2.5524 4.0694 7.3327 0.40 0.13 0.58 0.000
H 2.0266 5.1492 6.0479 -0.27 -0.43 -0.11 0.000
H 2.9298 3.6178 5.6372 -0.62 0.88 0.91 0.000
H 1.3101 1.9353 8.0153 0.28 -0.06 -0.49 0.000
H 2.2120 1.3730 6.5897 0.67 -0.05 -0.28 0.000
H 0.5042 1.0289 6.7607 0.09 0.37 -0.18 0.000
H 0.1004 5.1236 4.4836 -0.04 0.26 0.24 0.000
H -0.4564 4.9384 2.2099 -0.48 0.99 -0.94 0.000
H 1.2698 0.9737 4.5197 -0.03 -0.68 0.61 0.000
O 0.9025 -1.0215 -2.6351 1.44 -1.01 -0.37 0.093
C 2.2758 -1.2177 -2.9834 -0.75 -0.68 1.35 0.008
C 2.9349 0.1185 -2.7338 0.99 0.41 -1.51 0.008
C 3.5794 0.9392 -3.6377 -0.67 0.66 1.81 0.001
C 3.5708 2.3407 -3.1544 -0.92 -2.08 0.61 0.015
C 2.9416 2.4209 -1.9370 0.78 1.41 -0.57 -0.001
S 2.6037 0.9150 -1.1590 -0.10 -0.03 -2.02 0.017
C 3.0535 -2.2823 -2.1140 -1.50 0.37 -0.44 0.002
C 2.9184 -3.6355 -2.2502 0.28 0.00 0.05 0.000
C 4.0055 -4.3407 -1.6406 -0.83 0.03 0.11 0.000
C 4.8411 -3.5109 -0.9772 0.17 0.68 0.70 0.000
S 4.3057 -1.8476 -0.9950 0.41 -1.28 -1.06 0.001
C 2.2677 -1.7563 -4.4091 0.09 0.48 -0.71 0.001
C 3.0848 -2.7205 -4.9377 0.34 0.99 0.06 0.001
C 2.7007 -3.0834 -6.2554 -0.01 -0.14 -0.90 0.000
C 1.6638 -2.3500 -6.7657 -0.15 -0.44 0.43 0.001
S 1.0714 -1.2275 -5.6296 0.93 -0.40 1.51 0.001
H 4.0252 0.6600 -4.5957 -0.58 -0.15 0.33 0.000
H 3.9050 3.1189 -3.8160 -0.06 0.49 0.29 0.001
H 2.6056 3.3250 -1.4439 0.49 0.00 0.14 0.000
H 2.1162 -4.1255 -2.8209 0.60 0.44 0.20 0.000
H 4.0751 -5.4196 -1.6638 0.27 0.03 -0.03 0.000
H 5.7355 -3.7472 -0.4249 -0.06 -0.14 0.12 0.000
H 4.0189 -3.0076 -4.4178 -0.96 -0.25 -0.50 0.000
H 3.1595 -3.8847 -6.8214 0.07 0.07 0.05 0.000
H 1.0546 -2.5064 -7.6513 0.52 -0.01 -0.02 0.000
C 1.0532 -4.6757 0.5878 1.09 1.85 1.72 0.008
C 1.0698 -3.5591 1.4859 0.56 -0.22 0.33 0.000
C 0.3204 -2.3986 1.2732 0.20 -1.33 -0.74 0.010
C -0.4872 -2.3895 0.1262 -0.33 1.31 -0.14 0.006
C -0.5543 -3.4260 -0.7983 0.03 -0.19 0.73 0.006
C 0.2499 -4.5313 -0.5133 -0.73 -1.47 -1.65 0.001
As -1.4463 -0.7303 -0.2075 -1.93 -1.18 -0.92 0.202
C -2.7826 -0.8443 1.3680 0.67 0.41 -1.75 0.007
C -2.4883 -1.0755 2.6935 0.25 0.78 0.55 0.002
C -3.5156 -1.3026 3.6195 -0.06 -0.54 -1.68 0.000
C -4.8171 -1.2901 3.1210 -0.90 -0.26 1.41 0.003
C -5.1044 -0.9996 1.8015 -1.32 -0.04 -0.89 -0.001
C -4.0809 -0.8768 0.8531 -0.14 -0.60 0.34 0.006
C -4.2266 -1.0554 -0.6171 -0.16 0.37 -1.35 0.031
C -5.4360 -1.0980 -1.3493 0.28 0.22 0.57 0.003
C -5.4601 -1.2568 -2.7091 0.90 -0.68 -1.43 0.016
C -4.2682 -1.4165 -3.4528 -0.82 0.74 0.24 0.002
C -3.0891 -1.3624 -2.7832 0.77 -0.24 1.45 0.022
C -3.0553 -1.2250 -1.3717 -0.11 -0.21 0.57 0.137
H 1.8045 -5.4848 0.7670 -1.16 0.57 -0.38 0.000
H 1.7192 -3.5259 2.3791 -0.26 -0.44 -0.59 0.000
H 0.3900 -1.5406 1.9505 -0.03 -0.59 -0.39 0.002
H -1.2449 -3.4434 -1.6738 0.81 0.27 0.84 0.000
H 0.1876 -5.3536 -1.2415 0.18 0.25 0.33 0.000
H -1.4499 -0.9916 2.9953 -0.12 -0.24 0.20 0.001
H -3.3184 -1.6731 4.6010 0.18 0.19 0.57 0.000
H -5.6597 -1.5964 3.8030 0.92 0.64 -0.76 0.000
H -6.1861 -0.9325 1.4982 1.27 -0.32 0.19 0.000
H -6.3724 -0.9821 -0.8556 -0.61 0.03 0.47 0.001
H -6.3423 -1.3805 -3.3110 -0.68 0.32 0.40 0.001
H -4.2371 -1.4519 -4.5431 -0.36 -0.30 0.29 0.000
H -2.1930 -1.5312 -3.3474 0.68 0.16 -0.01 0.002
Cl -1.9315 1.5116 -6.4234 -0.73 0.03 0.49 0.001
C -1.8477 1.9390 -4.7096 1.16 0.69 -1.39 0.002
C -2.2546 3.1981 -4.2844 -0.13 -0.15 0.09 0.000
C -1.7201 3.6802 -3.0797 0.69 -1.07 0.62 0.002
C -0.7800 2.8940 -2.3616 -0.72 -1.70 -1.93 0.004
N -0.4489 1.5935 -2.8005 -1.48 3.14 -0.66 0.032
C -0.9404 1.1798 -4.0175 0.91 -0.45 2.45 0.005
H -2.9403 3.7324 -4.9613 0.41 0.04 0.72 0.000
H -2.0005 4.6144 -2.6088 -0.07 0.11 -0.43 0.000
H -0.3040 3.2637 -1.4425 -0.35 -0.47 -0.48 0.000
H -0.5796 0.1922 -4.3758 -0.37 0.92 0.43 0.000
```
Positions in Å, forces in eV/Å.

Results
Multiplicity = 4
Calculated total energy = -200117.397 eV
F_max = 3.857 eV Å⁻¹
<S²> = 3.800


No. 4
Below is a 3-piece molecular cluster, C5H18NO2 overall in a non-equilibrium geometry, with properties calculated with ωB97M-V with the def2-TZVPD basis set.

```
26
Properties=species:S:1:pos:R:3:forces:R:3:nbo_charge:R:1
C 2.1827 -0.2565 -1.0305 0.84 1.94 -0.25 -0.672
C 0.6966 -0.3973 -1.2142 -2.37 -0.23 0.17 -0.037
C -0.1109 0.7088 -0.5023 0.78 2.02 -0.77 -0.441
C -1.6268 0.7360 -0.7979 -0.83 1.63 3.48 -0.425
C -1.7990 0.6367 -2.2459 1.02 0.97 -2.00 -0.609
N 0.1136 -1.6682 -0.5276 3.39 4.19 6.16 -0.670
H 2.8354 -0.1897 -1.9103 -0.54 -1.25 -0.23 0.264
H 2.4311 0.7891 -0.7131 -0.68 -0.81 0.57 0.255
H 2.5406 -0.9319 -0.2743 0.48 -0.29 0.15 0.228
H 0.2544 -0.6148 -2.2337 1.51 0.86 0.83 0.233
H 0.3533 1.7520 -0.8623 -1.13 -2.22 0.71 0.245
H 0.0541 0.6859 0.5825 0.40 -0.12 -0.22 0.242
H -1.9646 1.7454 -0.1420 0.38 -2.52 -2.35 0.240
H -2.3133 -0.0922 -0.3945 1.45 0.85 0.24 0.201
H -2.7863 0.5717 -2.5683 -1.96 0.01 -0.31 0.234
H -1.3885 -0.3797 -2.5104 -0.28 1.34 -0.53 0.168
H -1.3821 1.5417 -2.8192 -0.01 -1.71 0.62 0.231
H -0.7308 -1.8462 -0.8269 -5.85 -1.01 -2.36 0.404
H 0.6646 -2.4037 -0.7303 2.49 -3.49 -0.58 0.415
H -0.0507 -1.5793 0.6107 0.79 -0.01 -3.00 0.477
H -2.0526 -1.3134 2.7364 2.43 0.67 -0.42 0.494
H -1.2338 -0.0340 2.6199 0.02 1.59 0.12 0.481
O -1.1075 -0.9602 2.5465 -2.30 -2.37 -0.02 -0.959
H 1.2298 1.2415 3.5525 0.78 0.12 -1.05 0.482
H 2.4388 0.8882 2.6514 1.36 -0.80 0.25 0.474
O 1.6388 1.3702 2.6622 -2.18 0.62 0.79 -0.953
```
Positions in Å, forces in eV/Å.

Results
ΔE to the lowest compared entry with this formula, charge and spin = 64.1 kcal/mol
Multiplicity = 1
Calculated total energy = -11053.800 eV
Charge = +1
F_max = 8.186 eV Å⁻¹


- Which value of F_max does entry 1 give?
  0.928 eV Å⁻¹


- Among the records above, which one has the highest multiplicity?
  C46H38AsBClCoNO3S3


- The highest calculated total energy belongs to which entry?
  C5H18NO2


- Which formula does entry 3 have?
  C46H38AsBClCoNO3S3